Entry 1:
C48H127N5O18 | ωB97M-V/def2-TZVPD

Positions of all 198 atoms, in Å:
C 4.939 1.763 1.992
C 5.028 0.688 3.098
C 5.359 1.375 4.424
O 3.802 -0.004 3.055
H 5.945 2.182 1.887
H 4.227 2.515 2.339
H 4.596 1.326 1.049
H 5.826 0.000 2.803
H 5.265 0.683 5.262
H 4.675 2.187 4.640
H 6.347 1.780 4.257
H 3.785 -0.636 3.785
C 2.062 -0.679 0.190
C 1.545 0.723 0.368
C 0.023 0.807 0.030
O 1.768 1.330 1.608
H 1.680 -1.433 0.881
H 3.148 -0.689 0.214
H 1.730 -0.860 -0.838
H 1.992 1.335 -0.428
H -0.349 1.823 0.164
H -0.494 0.184 0.764
H -0.140 0.464 -0.984
H 2.275 0.757 2.195
C -2.438 -4.143 -6.795
O -2.052 -3.044 -6.017
C -0.764 -2.512 -6.295
C -0.344 -1.641 -5.129
N 0.859 -0.944 -5.456
C 1.335 -0.112 -4.369
C 0.465 1.129 -4.075
O 0.340 1.835 -5.319
C 0.023 3.204 -5.087
H -2.464 -3.897 -7.862
H -3.430 -4.421 -6.471
H -1.766 -4.995 -6.679
H -0.840 -1.942 -7.241
H -0.067 -3.341 -6.461
H -0.149 -2.253 -4.249
H -1.245 -1.074 -4.870
H 0.840 -0.355 -6.287
H 2.325 0.326 -4.566
H 1.531 -0.757 -3.527
H 1.057 1.771 -3.419
H -0.479 0.827 -3.615
H 0.877 3.686 -4.607
H -0.805 3.276 -4.384
H -0.257 3.638 -6.039
C 3.825 -4.282 0.046
O 3.653 -5.328 -0.859
C 2.788 -4.971 -1.900
C 2.676 -6.197 -2.721
N 2.040 -5.898 -3.986
C 0.599 -5.731 -4.186
C -0.183 -7.061 -4.403
O -0.367 -7.708 -3.223
C -1.013 -8.907 -3.508
H 2.920 -4.065 0.623
H 4.197 -3.374 -0.460
H 4.579 -4.595 0.755
H 3.183 -4.152 -2.506
H 1.819 -4.627 -1.528
H 2.145 -7.028 -2.279
H 3.712 -6.499 -2.930
H 2.547 -5.087 -4.336
H 0.484 -5.120 -5.090
H 0.078 -5.178 -3.395
H 0.414 -7.664 -5.101
H -1.112 -6.779 -4.909
H -0.394 -9.489 -4.194
H -1.922 -8.738 -4.095
H -1.247 -9.287 -2.521
C 0.873 4.019 -1.281
O 1.715 4.254 -2.399
C 2.975 4.836 -2.016
C 4.019 3.803 -1.619
N 4.186 2.805 -2.659
C 5.265 1.906 -2.342
C 5.140 0.612 -3.024
O 4.124 -0.088 -2.334
C 4.034 -1.414 -2.813
H -0.017 3.491 -1.622
H 0.580 4.984 -0.842
H 1.390 3.404 -0.535
H 2.760 5.581 -1.235
H 3.359 5.276 -2.944
H 3.775 3.320 -0.660
H 5.018 4.232 -1.409
H 3.322 2.308 -2.736
H 5.397 1.697 -1.278
H 6.175 2.427 -2.660
H 6.043 0.002 -3.012
H 4.869 0.754 -4.081
H 3.149 -1.851 -2.402
H 4.967 -1.957 -2.598
H 3.848 -1.468 -3.894
C 1.268 1.701 5.225
O 1.908 2.493 6.204
C 2.520 1.673 7.156
C 3.063 2.542 8.267
N 2.034 3.028 9.159
C 2.577 3.791 10.255
C 1.470 4.311 11.099
O 0.984 5.554 10.510
C -0.316 5.834 11.042
H 1.970 1.129 4.602
H 0.723 2.386 4.584
H 0.678 0.935 5.727
H 3.373 1.135 6.711
H 1.792 1.001 7.603
H 3.561 3.360 7.719
H 3.765 1.970 8.885
H 1.396 3.635 8.647
H 3.201 4.664 10.007
H 3.237 3.122 10.824
H 1.721 4.594 12.127
H 0.634 3.609 11.141
H -0.731 6.758 10.621
H -0.283 5.879 12.138
H -0.989 5.013 10.788
C -10.050 -4.249 -3.016
O -8.684 -3.967 -3.177
C -8.404 -3.857 -4.579
C -6.879 -3.654 -4.745
N -6.491 -2.324 -4.249
C -5.075 -2.123 -4.515
C -4.600 -0.919 -3.803
O -4.560 -1.284 -2.405
C -4.028 -0.211 -1.626
H -10.308 -5.222 -3.455
H -10.655 -3.452 -3.467
H -10.238 -4.353 -1.955
H -8.919 -2.998 -5.018
H -8.757 -4.745 -5.109
H -6.590 -3.694 -5.822
H -6.347 -4.450 -4.198
H -6.636 -2.287 -3.244
H -4.921 -2.042 -5.604
H -4.479 -2.975 -4.169
H -5.240 -0.035 -3.895
H -3.610 -0.692 -4.220
H -4.060 -0.533 -0.583
H -4.694 0.665 -1.738
H -3.016 0.034 -1.969
C 0.613 -2.062 3.283
C -0.099 -1.988 4.637
O 0.869 -2.198 5.633
H -0.069 -1.949 2.438
H 1.137 -3.011 3.122
H 1.282 -1.204 3.259
H -0.892 -2.737 4.645
H -0.482 -0.973 4.639
H 0.451 -2.161 6.496
C -3.683 3.071 -3.177
C -3.601 3.476 -1.723
O -2.567 2.656 -1.185
H -2.679 3.261 -3.562
H -4.429 3.661 -3.706
H -3.903 2.009 -3.216
H -4.564 3.351 -1.207
H -3.343 4.521 -1.562
H -2.322 2.877 -0.304
C 2.068 5.475 1.891
C 1.143 4.651 2.755
O 0.432 3.686 2.005
H 2.868 4.886 1.420
H 2.562 6.230 2.523
H 1.483 6.050 1.161
H 0.347 5.274 3.183
H 1.689 4.236 3.619
H 0.997 2.902 1.967
C -2.310 0.859 3.218
C -3.260 0.938 2.115
O -4.335 0.205 2.480
H -2.091 -0.178 3.514
H -2.717 1.370 4.089
H -1.400 1.378 2.908
H -2.802 0.653 1.160
H -3.498 2.002 1.988
H -5.027 0.400 1.842
C -1.045 -2.557 -1.166
C -1.010 -3.939 -0.588
O 0.121 -3.964 0.250
H -0.162 -2.328 -1.777
H -1.148 -1.851 -0.346
H -1.905 -2.407 -1.809
H -0.951 -4.719 -1.357
H -1.907 -4.140 -0.005
H 0.186 -4.828 0.685
C -2.734 4.393 3.590
C -2.575 4.977 2.213
O -2.114 4.087 1.197
H -2.972 5.211 4.263
H -1.820 3.947 3.988
H -3.477 3.597 3.646
H -1.913 5.833 2.192
H -3.519 5.397 1.902
H -1.203 3.879 1.465

## Properties
LUMO, eV: 0.507
Multiplicity: 1
DFT total energy, a.u.: -3532.8242
Highest occupied orbital energy, Ha: -0.309
ΔE to the lowest compared entry with this formula, charge and spin, eV: 0.000


Entry 2:
C48H128O48S16 | ωB97M-V/def2-TZVPD

Positions of all 240 atoms, in Å:
O 20.346 16.100 18.954
S 20.980 15.849 17.698
O 21.570 16.967 17.027
O 22.140 14.761 17.824
C 22.309 14.091 19.133
C 21.367 12.919 19.139
C 19.761 15.040 16.633
H 22.219 14.882 19.884
H 23.365 13.725 19.118
H 20.334 13.249 19.080
H 21.404 12.272 19.984
H 21.540 12.352 18.222
H 20.178 14.524 15.755
H 19.226 15.948 16.386
H 19.188 14.270 17.124
O 21.277 12.928 14.654
S 21.268 12.976 13.216
O 22.366 13.634 12.536
O 21.168 11.489 12.694
C 20.749 10.352 13.533
C 20.522 9.198 12.702
C 19.668 13.765 12.708
H 19.868 10.671 14.036
H 21.579 10.275 14.219
H 20.423 8.333 13.351
H 21.513 8.961 12.206
H 19.673 9.249 12.013
H 19.713 13.777 11.603
H 19.576 14.720 13.104
H 18.792 13.126 12.951
O 21.973 20.023 7.387
S 21.214 19.486 8.509
O 19.868 18.907 8.313
O 22.170 18.333 9.087
C 21.648 17.246 10.015
C 22.709 16.217 10.314
C 21.113 20.607 9.772
H 20.696 16.875 9.635
H 21.286 17.785 10.850
H 22.460 15.812 11.302
H 23.629 16.850 10.316
H 22.845 15.484 9.500
H 22.061 21.159 9.869
H 20.935 20.041 10.711
H 20.206 21.212 9.671
O 15.652 21.847 11.619
S 17.035 22.148 11.287
O 17.621 21.622 10.079
O 17.077 23.733 11.257
C 18.280 24.326 10.498
C 18.269 25.820 10.853
C 18.037 21.758 12.691
H 17.986 24.155 9.391
H 19.216 23.808 10.721
H 18.168 25.967 11.937
H 17.439 26.298 10.362
H 19.261 26.316 10.567
H 18.038 20.686 12.815
H 17.633 22.229 13.604
H 19.066 22.163 12.596
O 16.447 15.193 15.168
S 16.096 14.046 14.399
O 17.127 13.069 14.134
O 14.988 13.256 15.219
C 15.296 12.881 16.598
C 14.167 13.403 17.460
C 15.314 14.424 12.892
H 16.348 13.180 16.756
H 15.405 11.776 16.539
H 14.164 13.111 18.565
H 13.331 12.953 16.968
H 14.166 14.508 17.484
H 15.978 15.103 12.410
H 14.308 14.786 12.940
H 15.328 13.441 12.484
O 14.447 18.262 20.399
S 14.109 17.087 19.686
O 12.715 16.710 19.541
O 14.658 17.178 18.247
C 15.806 18.065 17.839
C 17.110 17.578 18.537
C 14.886 15.627 20.310
H 15.494 19.085 18.082
H 15.877 17.890 16.788
H 17.888 18.169 18.023
H 17.299 16.504 18.249
H 17.157 17.652 19.605
H 14.791 14.881 19.522
H 14.322 15.276 21.157
H 15.785 15.684 20.801
O 26.431 21.428 11.350
S 25.241 20.796 11.789
O 24.552 21.373 12.943
O 24.117 20.741 10.585
C 24.625 20.501 9.276
C 24.273 21.590 8.159
C 25.536 19.150 12.192
H 24.269 19.590 9.020
H 25.726 20.413 9.307
H 23.236 21.980 8.306
H 24.391 21.142 7.143
H 25.005 22.415 8.199
H 24.686 18.605 11.864
H 25.722 19.078 13.290
H 26.395 18.715 11.684
O 25.459 15.344 18.563
S 25.896 16.557 19.164
O 25.951 16.723 20.622
O 27.384 16.897 18.678
C 27.589 16.710 17.253
C 28.677 17.656 16.817
C 24.790 17.840 18.552
H 26.661 16.834 16.684
H 27.815 15.603 17.256
H 29.501 17.558 17.501
H 28.222 18.643 16.753
H 29.103 17.336 15.855
H 24.975 18.720 19.148
H 23.843 17.395 18.777
H 24.932 17.989 17.499
O 15.966 16.981 8.545
S 15.962 17.340 9.926
O 14.771 17.179 10.700
O 17.046 16.543 10.791
C 18.384 16.419 10.216
C 18.349 15.172 9.290
C 16.525 19.025 10.089
H 18.962 16.242 11.072
H 18.583 17.372 9.759
H 18.230 14.253 9.890
H 19.289 15.124 8.723
H 17.453 15.316 8.793
H 15.706 19.672 9.713
H 17.490 19.188 9.569
H 16.664 19.136 11.155
O 19.797 18.894 12.352
S 20.105 18.001 13.436
O 20.244 16.660 13.137
O 21.408 18.451 14.100
C 21.516 19.905 14.493
C 22.446 20.020 15.641
C 18.836 18.154 14.698
H 20.556 20.406 14.539
H 21.993 20.366 13.569
H 22.571 21.038 16.025
H 23.403 19.599 15.342
H 21.947 19.468 16.400
H 17.989 17.526 14.390
H 18.717 19.247 14.706
H 19.273 17.684 15.616
O 19.260 19.661 22.959
S 18.682 20.480 21.934
O 18.476 21.834 22.185
O 19.622 20.337 20.651
C 20.578 19.328 20.576
C 21.694 19.744 19.635
C 17.129 19.825 21.343
H 20.120 18.429 20.183
H 20.963 19.093 21.536
H 21.337 19.822 18.574
H 22.414 18.903 19.552
H 22.359 20.559 19.940
H 16.464 19.733 22.180
H 17.299 18.876 20.902
H 16.686 20.629 20.760
O 20.453 25.369 12.810
S 21.323 24.259 12.700
O 20.932 23.201 11.823
O 22.848 24.637 12.376
C 23.351 24.149 11.135
C 23.263 25.160 9.988
C 21.434 23.501 14.245
H 23.082 23.131 10.946
H 24.428 24.036 11.332
H 24.035 24.865 9.259
H 23.488 26.238 10.268
H 22.283 25.199 9.552
H 22.239 22.681 14.221
H 20.555 22.988 14.454
H 21.542 24.114 15.101
O 18.830 21.041 15.753
S 18.141 21.682 16.807
O 17.715 20.874 17.886
O 18.998 22.962 17.243
C 20.046 23.065 18.313
C 20.292 24.537 18.293
C 16.738 22.570 16.250
H 20.963 22.469 18.078
H 19.652 22.792 19.272
H 20.590 24.926 17.275
H 21.031 24.770 19.083
H 19.318 25.102 18.512
H 17.028 23.313 15.520
H 16.471 22.977 17.244
H 15.951 21.809 16.053
O 27.157 16.239 12.578
S 27.578 15.251 13.533
O 28.406 15.678 14.586
O 26.330 14.607 14.205
C 25.030 14.850 13.656
C 24.283 15.991 14.298
C 28.121 13.829 12.618
H 24.541 13.898 13.819
H 25.165 14.902 12.584
H 24.208 15.824 15.383
H 23.223 16.016 13.969
H 24.771 16.939 14.170
H 28.660 13.089 13.211
H 28.808 14.152 11.806
H 27.273 13.339 12.179
O 26.122 20.034 15.599
S 26.367 21.323 16.247
O 25.629 21.720 17.366
O 27.914 21.242 16.662
C 28.459 21.891 17.770
C 29.872 21.377 17.952
C 26.357 22.504 14.951
H 27.878 21.639 18.669
H 28.491 22.971 17.686
H 30.669 21.910 17.299
H 29.925 20.326 17.768
H 30.122 21.628 18.972
H 25.310 22.572 14.717
H 26.993 21.992 14.223
H 26.746 23.386 15.346
O 14.403 20.697 15.195
S 14.733 19.623 14.286
O 16.114 19.325 14.147
O 14.051 18.302 14.783
C 12.632 18.398 15.127
C 12.291 17.015 15.706
C 13.834 19.800 12.704
H 12.051 18.638 14.251
H 12.697 19.233 15.795
H 12.494 16.195 14.944
H 11.265 16.946 16.031
H 12.817 16.637 16.587
H 12.882 20.211 13.020
H 13.732 18.734 12.356
H 14.334 20.442 12.018

## Properties
LUMO, eV: 0.123
Multiplicity: 1
DFT total energy, a.u.: -11887.8924
Highest occupied orbital energy, Ha: -0.393
ΔE to the lowest compared entry with this formula, charge and spin, eV: 2.827